Record 1
The following is a quantum chemistry calculation of 4 unconnected molecules or ions with the total composition C3H12O4, from the Open Molecules 2025 dataset.

```
19
Properties=species:S:1:pos:R:3:forces:R:3
C -2.114 1.689 2.038 1.5 -1.8 -1.5
C -1.039 0.868 1.859 -0.5 2.0 1.3
C -0.690 -0.408 2.629 -1.3 -0.4 -3.1
O 0.594 -0.884 2.243 -0.2 0.0 0.8
H -2.088 2.653 1.533 -0.5 -0.3 0.0
H -3.033 1.190 2.286 -0.5 0.6 1.2
H -0.313 1.237 1.137 0.6 -0.2 0.5
H -1.379 -1.104 2.122 0.2 -0.4 0.4
H -0.992 -0.445 3.668 0.6 0.4 0.4
H 1.278 -0.270 2.529 -0.1 0.1 0.0
O 1.883 -1.341 -3.829 -0.4 -0.2 0.4
H 1.148 -0.759 -3.601 0.0 0.4 -0.3
H 1.434 -2.195 -3.839 0.3 -0.1 -0.2
O -0.193 1.222 -3.014 0.6 -0.8 0.7
H 0.729 1.212 -2.712 0.1 0.6 -0.4
H -0.535 0.654 -2.307 -0.6 0.2 -0.2
O 1.832 -0.750 -0.670 -0.5 -1.2 -0.8
H 1.357 -1.588 -0.503 0.1 0.7 0.7
H 2.121 -0.981 -1.569 0.4 0.5 -0.1
```
Positions in Å, forces in eV/Å.

LUMO: 0.4 eV
gap between HOMO and LUMO: 9.750 eV
ΔE to the lowest compared entry with this formula, charge and spin: 2.020 eV
HOMO level: -9.4 eV


Record 2
The following is a quantum chemistry calculation of a single C3H12OSi2 molecule, from the Open Molecules 2025 dataset.

```
18
Properties=species:S:1:pos:R:3:forces:R:3
C 2.711 -0.437 1.289 3.5 3.6 1.5
O 1.847 -0.161 0.300 -1.8 -0.2 -2.6
Si 0.320 -0.753 0.162 -1.2 0.7 -1.1
C -0.541 -0.106 1.671 0.2 -1.5 -1.2
Si -0.749 -0.329 -2.002 -1.0 0.7 0.4
C -2.241 0.812 -1.693 0.6 -2.6 3.7
H 3.774 -0.079 0.870 -1.9 -0.9 1.2
H 2.783 -1.492 1.456 0.0 -0.5 1.0
H 2.483 0.347 2.194 0.7 -2.5 -1.5
H -0.044 -2.160 0.062 0.7 -0.9 0.4
H -0.263 0.880 1.724 0.3 2.7 0.3
H -1.584 -0.232 1.647 -1.5 0.0 -0.1
H -0.191 -0.590 2.538 0.6 -0.7 1.1
H -0.120 0.431 -3.072 0.8 -0.1 -0.4
H -1.304 -1.584 -2.558 0.3 -0.2 0.1
H -2.417 0.694 -0.565 0.0 0.3 -1.2
H -1.945 1.776 -1.794 1.2 3.1 -0.3
H -3.202 0.785 -2.079 -1.7 -0.8 -1.3
```
Positions in Å, forces in eV/Å.

LUMO: 0.8 eV
gap between HOMO and LUMO: 10.356 eV
ΔE to the lowest compared entry with this formula, charge and spin: 2.240 eV
HOMO level: -9.5 eV


Record 3
The following is a quantum chemistry calculation of 2 unconnected molecules or ions with the total composition C3H13BrSi3, from the Open Molecules 2025 dataset.

```
20
Properties=species:S:1:pos:R:3:forces:R:3
C 0.332 2.109 -1.352 -0.2 -0.5 -1.4
C 0.159 1.252 1.456 -0.2 1.7 1.8
C 2.444 -0.175 -0.299 -2.6 1.8 4.8
Si -2.449 -2.124 0.849 0.8 -3.9 -1.4
Si -1.091 -0.871 -0.534 2.9 -1.6 1.1
Si 0.696 0.619 -0.222 0.1 0.9 0.5
Br 0.659 -3.514 -0.835 -1.2 1.7 0.2
H 0.581 3.107 -1.074 0.3 0.7 1.3
H 0.766 2.152 -2.338 1.0 -0.9 -0.5
H -0.682 2.190 -1.725 -0.8 -0.3 0.7
H -0.086 0.514 2.211 -0.5 -0.7 -0.2
H 0.849 1.817 2.104 0.7 0.0 -0.8
H -0.671 2.022 1.466 0.4 -1.1 -0.6
H 2.914 0.041 0.734 -0.6 -0.8 -1.6
H 2.302 -1.149 -0.578 0.0 -2.8 -0.1
H 2.978 0.276 -1.001 2.5 2.2 -3.1
H -1.997 -3.169 1.935 0.1 1.3 -1.1
H -3.019 -3.017 -0.338 0.3 1.0 1.3
H -3.382 -1.318 1.448 -1.8 1.5 0.9
H -1.304 -0.762 -1.906 -1.1 -0.2 -1.9
```
Positions in Å, forces in eV/Å.

LUMO: -1.7 eV
gap between HOMO and LUMO: 7.228 eV
ΔE to the lowest compared entry with this formula, charge and spin: 2.521 eV
HOMO level: -8.9 eV


Record 4
The following is a quantum chemistry calculation of 2 unconnected molecules or ions with the total composition C3H13N2O, from the Open Molecules 2025 dataset.

```
19
Properties=species:S:1:pos:R:3:forces:R:3
N -1.126 0.895 0.631 1.3 0.4 -0.8
C 0.427 0.772 0.340 -3.2 -1.2 0.5
C 0.702 1.013 -1.122 0.6 1.1 -0.6
C 0.858 -0.583 0.913 0.7 -0.4 -0.7
N 2.248 -0.728 0.502 0.8 -0.1 0.2
H -1.221 0.909 1.660 -0.5 0.1 0.3
H -1.728 0.154 0.220 0.3 0.1 -0.1
H -1.440 1.820 0.233 -0.2 -0.2 0.4
H 0.773 1.543 1.014 0.6 0.4 -0.3
H 0.425 0.306 -1.912 0.2 -0.7 0.8
H 1.772 1.244 -1.151 0.0 -0.2 -0.4
H 0.204 1.898 -1.532 0.0 0.3 0.7
H 0.803 -0.610 2.005 -0.1 0.3 -0.1
H 0.250 -1.436 0.570 -0.2 0.5 -0.1
H 2.388 -1.142 -0.409 -0.3 0.0 0.0
H 2.839 -1.217 1.156 -0.2 -0.1 0.1
H -3.087 -0.992 -1.661 -0.1 -0.1 0.2
H -2.560 -1.798 -0.421 -0.3 -0.2 -0.1
O -2.326 -1.139 -1.085 0.5 0.2 -0.1
```
Positions in Å, forces in eV/Å.

<S²>: 0.75
LUMO (alpha / beta): 0.8 / 0.6 eV
gap between HOMO and LUMO (alpha / beta): 3.865 / 10.290 eV
multiplicity: 2
ΔE to the lowest compared entry with this formula, charge and spin: 0.308 eV
HOMO level (alpha / beta): -3.1 / -9.7 eV


Record 5
The following is a quantum chemistry calculation of 2 unconnected molecules or ions with the total composition C3H13N2O, from the Open Molecules 2025 dataset.

```
19
Properties=species:S:1:pos:R:3:forces:R:3
C -0.341 0.992 0.783 0.0 -1.0 -0.3
C 0.117 0.834 -0.709 0.1 -0.2 -0.5
C 1.469 0.025 -0.873 -0.1 0.7 0.0
N 2.097 -0.189 0.430 1.0 -0.3 0.4
N -0.449 -0.470 1.330 -2.0 0.1 2.3
H 0.270 1.612 1.476 -0.3 -0.6 -0.7
H -1.386 1.300 0.772 0.2 0.4 0.2
H 0.157 1.830 -1.246 -0.1 -1.0 0.9
H -0.664 0.199 -1.224 0.8 1.1 0.6
H 2.194 0.473 -1.572 -0.6 0.2 0.1
H 1.230 -0.940 -1.303 -0.1 -0.3 0.0
H 2.752 0.569 0.661 -0.5 -0.3 -0.1
H 0.429 -0.971 1.142 0.2 0.3 0.1
H 2.688 -1.022 0.406 -0.1 0.2 -0.1
H -0.746 -0.622 2.408 1.2 0.9 -3.0
H -1.258 -0.858 0.808 0.6 -0.1 0.0
H -2.985 -0.381 -1.616 1.7 -0.2 1.8
H -3.084 -1.542 -0.830 -1.4 -2.7 0.8
O -2.489 -0.839 -0.842 -0.6 2.7 -2.4
```
Positions in Å, forces in eV/Å.

LUMO: -3.1 eV
gap between HOMO and LUMO: 10.716 eV
net charge: +1
ΔE to the lowest compared entry with this formula, charge and spin: 1.115 eV
HOMO level: -13.8 eV


Record 6
The following is a quantum chemistry calculation of 2 unconnected molecules or ions with the total composition C3H13N2O, from the Open Molecules 2025 dataset.

```
19
Properties=species:S:1:pos:R:3:forces:R:3
C 0.269 0.873 0.874 1.2 1.2 0.4
C -0.791 1.229 -0.131 -0.9 0.8 0.1
C -2.055 0.371 -0.048 1.2 -0.4 -0.5
N -1.711 -1.029 -0.389 0.2 0.5 0.7
N 0.856 -0.479 0.712 -0.7 -1.5 -0.3
H 0.028 1.092 1.917 -0.7 -0.8 0.0
H 1.143 1.531 0.793 -0.1 0.1 -0.5
H -0.374 1.352 -1.129 0.0 -0.6 -0.2
H -1.158 2.249 0.057 0.4 -0.1 0.4
H -2.379 0.406 0.991 -0.3 -0.1 0.0
H -2.814 0.815 -0.688 -0.2 -0.1 0.0
H -1.551 -1.181 -1.374 -0.4 0.0 -0.1
H -2.423 -1.641 -0.035 -0.3 -0.4 -0.3
H 1.361 -0.789 1.527 0.9 0.3 0.2
H 0.189 -1.258 0.585 -1.0 0.7 -0.1
H 1.417 -0.584 -0.150 0.7 0.3 0.4
H 3.820 -0.571 -0.772 0.5 0.4 0.6
H 3.140 -1.289 -1.848 -0.5 -0.2 0.7
O 3.033 -1.099 -0.891 0.1 -0.1 -1.4
```
Positions in Å, forces in eV/Å.

LUMO: -3.0 eV
gap between HOMO and LUMO: 10.573 eV
net charge: +1
ΔE to the lowest compared entry with this formula, charge and spin: 0.413 eV
HOMO level: -13.6 eV


Record 7
The following is a quantum chemistry calculation of 3 unconnected molecules or ions with the total composition C3H13N2O2S, from the Open Molecules 2025 dataset.

```
21
Properties=species:S:1:pos:R:3:forces:R:3
N -1.008 0.148 -1.241 -0.2 -0.4 -0.4
C 0.181 -0.667 -1.003 -0.3 -0.6 0.3
C 1.015 -0.171 0.165 0.6 0.5 -0.4
S 1.755 1.494 -0.230 -0.3 -0.4 0.3
C -0.212 -2.142 -0.773 -0.3 0.2 -0.4
N -1.154 -2.663 -1.816 0.9 0.6 0.4
H -0.717 0.984 -1.730 0.0 0.2 0.3
H -1.411 0.426 -0.352 0.1 0.2 0.0
H 0.793 -0.650 -1.910 0.0 0.2 0.0
H 1.804 -0.902 0.371 0.1 0.1 0.0
H 0.391 -0.142 1.063 -0.1 0.1 0.0
H -0.674 -2.230 0.216 0.1 0.0 0.1
H 0.724 -2.702 -0.768 -0.1 -0.2 0.0
H -1.411 -1.815 -2.332 -0.2 -0.4 0.1
H -1.983 -2.943 -1.318 -0.3 -0.1 -0.2
H -0.939 2.698 0.684 0.1 0.0 -0.4
H -0.426 1.976 1.864 0.2 -0.1 0.4
O -1.260 2.220 1.451 -0.5 0.1 0.0
H 1.535 1.980 1.856 0.3 -0.2 -0.3
H 1.641 3.004 2.977 -0.1 0.0 0.1
O 1.357 2.097 2.826 -0.1 0.1 0.1
```
Positions in Å, forces in eV/Å.

LUMO: 3.7 eV
gap between HOMO and LUMO: 7.043 eV
net charge: -1
ΔE to the lowest compared entry with this formula, charge and spin: 0.237 eV
HOMO level: -3.3 eV


Record 8
The following is a quantum chemistry calculation of 3 unconnected molecules or ions with the total composition C3H13N2O3, from the Open Molecules 2025 dataset.

```
21
Properties=species:S:1:pos:R:3:forces:R:3
N -1.077 0.314 -0.312 -0.3 0.1 0.2
C -0.022 -0.745 0.038 -0.3 1.7 -1.1
C -0.138 -1.874 -0.976 -0.9 -0.4 -0.1
C 1.296 0.087 -0.234 0.3 1.5 0.4
N 2.433 -0.587 -0.309 -0.4 -2.4 0.4
O 1.276 1.304 -0.364 -0.7 -0.6 0.1
H -1.806 0.334 0.400 0.1 0.0 0.2
H -1.565 0.109 -1.194 0.4 -0.1 0.3
H -0.708 1.355 -0.418 0.0 -1.2 0.3
H -0.164 -0.964 1.123 0.3 -0.1 -1.5
H 0.398 -2.756 -0.676 0.9 -0.1 -0.2
H 0.020 -1.536 -1.994 1.2 0.2 -0.1
H -1.109 -2.318 -1.174 -0.9 0.3 1.0
H 3.358 -0.194 -0.352 -0.2 0.3 -0.1
H 2.320 -1.590 -0.185 0.7 0.3 -0.1
H -1.195 3.089 -1.641 0.0 0.1 0.0
H -0.453 3.576 -0.389 0.1 -0.2 0.0
O -1.022 2.867 -0.718 -0.2 0.6 -0.2
H -0.107 -0.720 2.916 0.0 0.0 0.4
H -0.907 0.338 3.658 -0.1 0.1 0.0
O -0.826 -0.092 2.799 0.0 0.1 0.0
```
Positions in Å, forces in eV/Å.

LUMO: -2.8 eV
gap between HOMO and LUMO: 11.202 eV
net charge: +1
ΔE to the lowest compared entry with this formula, charge and spin: 0.886 eV
HOMO level: -14.0 eV


Record 9
The following is a quantum chemistry calculation of 2 unconnected molecules or ions with the total composition C3H13N2OS, from the Open Molecules 2025 dataset.

```
20
Properties=species:S:1:pos:R:3:forces:R:3
N -1.319 0.284 0.207 -1.1 0.8 0.4
C 0.092 0.886 -0.008 1.0 2.4 -1.4
C 0.804 1.454 1.226 1.6 -1.0 -0.2
S 1.869 0.169 2.169 0.2 1.3 -0.8
C 1.014 -0.005 -0.958 -1.1 1.1 1.0
N 0.121 -0.378 -2.061 0.6 1.3 -3.0
H -1.764 0.202 -0.718 0.6 -0.4 0.0
H -1.269 -0.700 0.576 -0.3 0.6 -0.1
H -2.090 0.886 0.719 2.5 -1.3 -0.6
H -0.045 1.918 -0.569 -0.5 -2.3 0.5
H 1.469 2.308 0.881 -0.8 -1.2 0.5
H 0.051 1.853 1.874 -0.2 0.3 0.8
H 3.133 0.562 1.719 -1.3 -0.2 0.3
H 1.455 -0.885 -0.460 -0.7 0.2 -0.1
H 1.904 0.650 -1.125 -0.7 -0.3 -0.4
H 0.654 -0.833 -2.835 -0.4 -0.3 1.2
H -0.177 0.472 -2.669 0.5 -1.2 1.8
H -1.700 -3.179 -0.144 -0.4 -1.2 1.3
H -2.224 -2.920 1.511 -0.8 -2.5 3.0
O -1.978 -2.745 0.666 1.3 4.0 -4.3
```
Positions in Å, forces in eV/Å.

LUMO: -3.3 eV
gap between HOMO and LUMO: 9.508 eV
net charge: +1
ΔE to the lowest compared entry with this formula, charge and spin: 2.036 eV
HOMO level: -12.8 eV


Record 10
The following is a quantum chemistry calculation of 2 unconnected molecules or ions with the total composition C3H13N3, from the Open Molecules 2025 dataset.

```
19
Properties=species:S:1:pos:R:3:forces:R:3
C 0.017 1.868 -0.026 2.3 -2.1 0.5
N -0.419 2.901 0.935 3.4 -2.9 0.1
C -0.088 2.353 2.304 -1.9 0.3 -0.7
H 1.186 1.603 0.168 -2.6 0.9 -0.7
H -0.469 0.803 -0.015 0.3 1.7 0.6
H -0.153 2.170 -1.044 0.3 0.4 -0.4
H -1.336 3.037 0.643 -2.3 0.5 0.8
H -0.562 1.341 2.541 0.2 1.2 -0.3
H -0.438 3.136 2.991 0.3 -0.6 0.3
H 0.987 2.182 2.377 -0.1 0.4 -0.1
N 0.757 -1.537 -1.666 -2.2 1.3 2.7
C 0.242 -2.863 -1.452 0.1 0.9 -0.5
N -0.665 -2.941 -0.328 -0.1 1.3 1.7
H 1.294 -1.401 -2.443 1.8 0.4 -2.1
H 1.096 -1.072 -0.813 0.0 -0.5 -0.9
H -0.301 -3.188 -2.326 -0.5 0.1 -0.5
H 1.088 -3.499 -1.479 0.7 -1.5 1.2
H -1.571 -2.792 -0.714 -0.9 -0.3 -0.3
H -0.665 -2.103 0.347 1.0 -1.7 -1.4
```
Positions in Å, forces in eV/Å.

LUMO: 0.9 eV
gap between HOMO and LUMO: 9.818 eV
ΔE to the lowest compared entry with this formula, charge and spin: 1.856 eV
HOMO level: -8.9 eV


Record 11
The following is a quantum chemistry calculation of 2 unconnected molecules or ions with the total composition C3H13N3, from the Open Molecules 2025 dataset.

```
19
Properties=species:S:1:pos:R:3:forces:R:3
C 1.295 -0.470 1.648 2.4 3.1 0.6
N 0.303 0.592 1.443 -0.8 0.3 2.5
C 0.685 2.005 1.217 -0.4 -1.1 -0.8
H 1.604 -0.648 0.631 0.7 -1.2 0.0
H 2.222 0.000 2.279 -1.7 -1.3 -1.4
H 0.887 -1.286 2.243 -0.1 -0.1 -0.5
H -0.077 0.664 2.385 -0.7 -0.1 -0.3
H 0.753 2.184 0.157 0.7 0.0 -0.5
H 1.536 2.417 1.758 0.2 -0.2 0.1
H -0.215 2.530 1.455 -0.4 0.7 0.5
N -1.982 -0.240 -2.303 0.0 -2.7 0.6
C -0.772 -0.331 -1.469 -0.8 -1.2 -0.2
N 0.037 -1.679 -1.389 -2.2 0.2 -1.0
H -1.671 -0.628 -3.185 -0.4 0.1 -0.6
H -2.566 -1.019 -1.895 0.2 1.2 -0.8
H -0.214 0.483 -1.832 1.7 0.6 -0.3
H -1.180 -0.012 -0.534 0.7 -0.4 1.2
H -0.285 -2.145 -0.547 0.2 0.4 0.6
H -0.360 -2.418 -2.061 0.7 1.9 0.5
```
Positions in Å, forces in eV/Å.

LUMO: 1.1 eV
gap between HOMO and LUMO: 10.015 eV
ΔE to the lowest compared entry with this formula, charge and spin: 1.874 eV
HOMO level: -9.0 eV


Record 12
The following is a quantum chemistry calculation of 2 unconnected molecules or ions with the total composition C3H13N3O, from the Open Molecules 2025 dataset.

```
20
Properties=species:S:1:pos:R:3:forces:R:3
N -0.968 -0.362 0.573 0.0 -0.1 -0.1
C -0.491 0.709 1.422 -0.1 0.1 -0.3
N 0.060 0.095 2.610 0.1 0.2 0.1
N -1.475 1.680 1.870 0.0 0.2 0.2
H -1.285 -0.011 -0.330 0.1 -0.2 0.2
H -1.708 -0.878 1.036 0.0 0.1 0.0
H 0.252 1.273 0.825 -0.2 -0.1 0.1
H 0.421 0.814 3.229 0.0 -0.1 0.0
H 0.812 -0.532 2.357 0.0 0.0 0.0
H -1.980 2.069 1.082 0.1 0.0 0.1
H -2.136 1.231 2.496 0.0 0.0 -0.1
C 1.816 -0.179 -1.671 -0.4 -0.2 -0.1
C 0.679 -1.148 -1.910 -0.6 0.2 -0.8
O -0.497 -0.374 -2.364 0.8 -0.5 0.6
H 1.997 0.412 -2.564 0.1 0.1 -0.1
H 2.720 -0.728 -1.415 0.1 0.0 0.0
H 1.570 0.496 -0.858 0.0 0.1 0.1
H 0.925 -1.841 -2.724 0.1 0.1 0.1
H 0.468 -1.735 -1.010 -0.2 0.3 -0.1
H -1.179 -0.990 -2.653 0.2 0.0 0.0
```
Positions in Å, forces in eV/Å.

LUMO: 0.9 eV
gap between HOMO and LUMO: 9.709 eV
ΔE to the lowest compared entry with this formula, charge and spin: 0.733 eV
HOMO level: -8.8 eV


Looking at DFT total energy for the records above, in order, we have -11493.74185 -21107.17491 -96994.84244 -8346.22976 -8342.86738 -8343.56932 -21234.13139 -12438.78612 -19176.92969 -7790.16824 -7790.14977 -9839.57019 eV.